# H5O2PS2Si

A structure of composition H5O2PS2Si at a distorted geometry (ωB97M-V/def2-TZVPD, the Open Molecules 2025 dataset).

Last column: Löwdin charge in e.
Positions of all 11 atoms, in Å:
O  -0.9019  1.3565  0.6404  -0.3052
O  -0.1457  -0.3348  2.3887  -0.3331
Si  0.2233  -0.6554  -0.8899  0.3004
P  0.4138  0.9272  1.5589  -0.1850
S  1.8247  0.0630  0.2753  0.4074
S  0.9688  2.3472  2.7505  0.2208
H  -1.6894  1.5582  1.0970  0.0542
H  0.0707  -0.3046  3.3872  0.1193
H  1.0465  -1.3026  -1.8140  -0.1297
H  -0.4758  -1.7105  -0.0849  -0.0506
H  -0.4955  0.2892  -1.5866  -0.0985

# C33H31BiBr2N6O4S4Sb

A structure of composition C33H31BiBr2N6O4S4Sb at a distorted geometry (ωB97M-V/def2-TZVPD, the Open Molecules 2025 dataset).

Computed properties:
Total charge: -1

Last column: Löwdin charge in e.
Positions of all 82 atoms, in Å:
Bi  1.3790  1.2565  0.6471  1.1643
N  4.0178  1.5660  3.5181  0.1040
C  3.2756  2.6515  3.2932  -0.6261
N  2.3312  2.7188  2.3620  -0.0260
C  1.7223  3.9823  2.4010  -0.3225
C  2.1944  4.8337  3.3378  -0.3878
S  3.4568  4.0907  4.2473  1.0219
C  0.6277  4.3384  1.4514  -0.3231
C  0.0019  5.5379  1.4491  -0.3840
S  -1.2122  5.5778  0.2353  0.9915
C  -0.7783  3.9562  -0.2078  -0.7098
N  0.1739  3.4228  0.4962  -0.0947
N  -1.4572  3.3220  -1.2174  0.0556
H  3.5142  0.6799  3.0912  0.0634
H  4.4394  1.4134  4.4211  0.1292
H  1.8831  5.8427  3.5457  0.0579
H  0.1764  6.3873  2.0864  0.0601
H  -2.3841  3.6500  -1.4274  0.0706
H  -1.3503  2.3139  -1.2279  -0.0400
O  5.4733  0.0541  2.1383  -0.0012
C  4.2421  0.0412  2.1312  -0.7334
O  3.5295  0.7442  1.3369  -0.3037
C  3.5675  -0.9939  3.1387  -0.1531
C  4.4927  -1.6871  3.9257  -0.0684
C  4.1239  -2.6240  4.8680  -0.1336
C  2.7668  -2.8989  5.0529  -0.1321
C  1.8254  -2.2399  4.2988  -0.1642
C  2.1750  -1.2736  3.3209  -0.5752
S  0.8160  -0.5487  2.4751  0.6081
H  5.5432  -1.4693  3.7794  0.1034
H  4.8821  -3.1332  5.4512  0.0777
H  2.4484  -3.6315  5.7880  0.0852
H  0.7762  -2.4629  4.4514  0.0772
Br  0.9505  1.5011  -2.1903  0.5994
C  2.4359  2.6669  -2.6679  -0.8395
Br  3.2189  2.8670  -0.8921  0.7515
H  2.0806  3.6202  -3.0356  0.0118
H  3.1231  2.1531  -3.3266  0.0056
S  -0.7548  -0.0556  -0.5087  0.0493
Sb  -2.4896  -1.0170  -1.5429  1.3120
C  -1.7099  -1.9919  -3.2676  -0.3439
C  -0.7084  -2.9295  -3.0449  -0.1289
C  -0.1409  -3.6057  -4.1140  -0.0776
C  -0.5712  -3.3482  -5.4092  -0.0903
C  -1.5701  -2.4127  -5.6347  -0.0922
C  -2.1408  -1.7348  -4.5655  -0.1196
C  -3.1288  -2.4978  -0.1771  -0.3416
C  -3.1795  -3.8338  -0.5608  -0.1287
C  -3.5940  -4.7989  0.3466  -0.0914
C  -3.9568  -4.4286  1.6335  -0.0868
C  -3.9045  -3.0947  2.0155  -0.0707
C  -3.4914  -2.1277  1.1124  -0.1041
C  -3.9260  0.5353  -1.7319  -0.3445
C  -4.4806  0.9158  -2.9506  -0.1227
C  -5.4098  1.9462  -3.0005  -0.0926
C  -5.7863  2.5977  -1.8343  -0.0896
C  -5.2327  2.2198  -0.6180  -0.0761
C  -4.3043  1.1906  -0.5652  -0.1216
H  -0.3660  -3.1311  -2.0351  0.1091
H  0.6395  -4.3343  -3.9365  0.1047
H  -0.1265  -3.8770  -6.2426  0.0997
H  -1.9059  -2.2107  -6.6441  0.1004
H  -2.9187  -1.0086  -4.7594  0.0750
H  -2.8975  -4.1274  -1.5656  0.0886
H  -3.6335  -5.8393  0.0494  0.0997
H  -4.2790  -5.1812  2.3418  0.1003
H  -4.1833  -2.8071  3.0205  0.1076
H  -3.4445  -1.0905  1.4214  0.0988
H  -4.1990  0.4182  -3.8688  0.0747
H  -5.8399  2.2407  -3.9494  0.1006
H  -6.5103  3.4016  -1.8730  0.1008
H  -5.5221  2.7291  0.2918  0.1093
H  -3.8705  0.9096  0.3877  0.0984
O  -0.2361  1.5933  1.8745  -0.9115
N  3.7698  -2.1020  -1.5884  0.1559
C  3.2996  -0.8695  -1.2111  -0.6491
N  3.8481  0.1908  -1.8815  0.0935
O  2.4538  -0.7588  -0.3328  -0.1681
H  4.4642  -2.2285  -2.2984  0.0820
H  3.3962  -2.9023  -1.1137  0.1011
H  4.5438  0.0758  -2.5939  0.0945
H  3.5153  1.1538  -1.6211  -0.1247

# C6H6

An isolated molecule of C6H6 at a distorted geometry (ωB97M-V/def2-TZVPD, the Open Molecules 2025 dataset).

Computed properties:
Structure (SMILES): c1ccccc1

Last column: Löwdin charge in e.
Positions of all 12 atoms, in Å:
C  -0.8844  0.4036  1.0387  -0.1099
C  -1.4331  0.0620  -0.2067  -0.0931
C  -0.4613  -0.3906  -1.2658  -0.1032
C  0.9462  -0.3532  -0.9748  -0.1156
C  1.4149  0.2875  0.2235  -0.1331
C  0.5491  0.3364  1.3055  -0.1090
H  -1.5100  0.2469  1.8960  0.0815
H  -2.5189  -0.1168  -0.4689  0.1042
H  -0.9446  -0.9834  -2.1803  0.1249
H  1.5076  -0.6404  -1.9654  0.1230
H  2.3701  0.8982  0.2556  0.1188
H  0.9647  0.2499  2.3426  0.1114

# C36H74BF4IN3O17S4

A cluster of 5 separate species, C36H74BF4IN3O17S4 in total at a distorted geometry (ωB97M-V/def2-TZVPD, the Open Molecules 2025 dataset).

Computed properties:
Total charge: +1

Last column: Löwdin charge in e.
Positions of all 140 atoms, in Å:
C  -2.5177  5.3442  3.4460  0.1262
C  -2.8942  4.1562  2.7562  0.0055
C  -3.2442  2.7446  1.9230  -0.2440
B  -4.8853  2.6001  2.0300  -0.4033
O  -5.7793  2.2229  0.8780  0.0416
O  -5.6342  2.8949  3.3033  -0.0908
C  -6.3321  4.1874  3.0003  -0.0729
N  -2.9116  3.0319  0.4990  0.0366
C  -1.6064  2.3566  0.0225  -0.2600
F  -0.3960  2.9235  0.7289  -0.0412
C  -1.4824  2.8673  -1.5133  -0.1238
C  -0.3125  2.3063  -2.4657  -0.2193
C  1.2055  2.2550  -1.8770  -0.2019
C  2.0639  1.2344  -2.8843  -0.2209
C  3.4204  0.6260  -2.1935  -0.2237
C  3.1537  -0.3472  -0.8919  -0.2217
C  4.4889  -1.1520  -0.3616  -0.1993
C  4.5271  -1.1741  1.3071  -0.2577
C  4.4268  -2.7179  1.9101  -0.1510
C  -1.8463  0.7576  0.2871  -0.3706
N  -0.6221  0.0441  -0.2260  0.0982
C  -3.2614  0.3474  -0.4572  -0.1460
C  -3.2327  -1.0508  -1.3101  -0.1531
C  -4.7067  -1.6293  -1.7473  -0.0305
F  -4.7277  -2.7662  -2.7408  -0.0648
C  -6.0266  -1.1676  -1.2390  -0.0011
F  -6.6526  0.0474  -1.8226  0.0127
F  -6.6666  -2.0041  -0.1618  -0.0176
N  -1.8638  0.4609  1.8055  -0.3637
I  -2.6013  -1.4441  2.2496  1.2343
C  -2.3841  1.5679  2.6711  -0.2011
C  -3.0760  1.1188  4.1015  -0.1697
O  -2.0951  0.5187  5.0656  -0.2079
C  -2.0564  1.2830  6.3199  -0.1974
O  -1.0460  2.3397  6.1600  -0.1685
C  0.3024  1.7183  5.9426  -0.1521
C  1.5484  2.7470  6.2403  -0.1826
O  2.2261  3.1767  4.9736  -0.1473
H  -2.0212  6.0589  4.2542  0.0804
H  -5.5875  2.8793  0.1457  0.1155
H  -7.5065  4.0728  2.9776  0.1235
H  -6.0064  4.6120  1.9335  0.1122
H  -6.0824  5.0352  3.7696  0.1015
H  -2.8906  4.0630  0.2643  0.1544
H  -1.3162  4.0506  -1.4411  0.1512
H  -2.5035  2.7793  -2.1286  0.1377
H  -0.6675  1.2519  -2.8996  0.1063
H  -0.2709  3.0110  -3.4299  0.1408
H  1.7441  3.2926  -1.9503  0.1252
H  1.2992  1.7659  -0.8002  0.0878
H  1.3372  0.3045  -3.0626  0.1002
H  2.2303  1.7011  -3.9601  0.1232
H  4.1766  1.4991  -2.0061  0.1179
H  3.9274  -0.0717  -3.0186  0.1233
H  2.8002  0.3550  -0.0068  0.0943
H  2.3370  -1.1744  -1.1615  0.1187
H  5.5127  -0.6431  -0.6869  0.0992
H  4.4867  -2.2911  -0.6897  0.1209
H  5.5262  -0.6633  1.7069  0.1119
H  3.6426  -0.5707  1.7828  0.0865
H  3.3239  -3.1109  1.7052  0.0759
H  4.5314  -2.6032  3.0843  0.0780
H  5.2503  -3.4327  1.4606  0.0747
H  -0.6287  -0.1563  -1.2419  0.0847
H  -0.3907  -0.8352  0.2704  0.0724
H  -3.6483  1.1733  -1.2286  0.1411
H  -4.1805  0.2476  0.2999  0.1039
H  -2.5518  -1.8811  -0.7882  0.1037
H  -2.6638  -0.8044  -2.3304  0.1291
H  -0.8294  0.3509  2.0424  0.1446
H  -1.4078  2.1585  3.0444  0.1872
H  -3.3804  2.1500  4.6247  0.1531
H  -4.0707  0.5194  4.0137  0.1254
H  -3.0944  1.6402  6.7232  0.1663
H  -1.6262  0.5384  7.1482  0.1581
H  0.4330  1.3191  4.8290  0.1310
H  0.4783  0.7730  6.6320  0.1356
H  1.2727  3.6747  6.8996  0.1358
H  2.3968  2.1632  6.8445  0.1383
H  1.9848  4.1483  4.8494  0.1041
O  -8.7682  -7.7910  -1.5749  -0.2853
S  -9.2110  -6.9538  -2.6672  0.6258
O  -8.6691  -7.0814  -4.0032  -0.2879
O  -9.1152  -5.3908  -2.2092  -0.2659
C  -7.8609  -4.8884  -1.7675  -0.2756
C  -6.9000  -4.6877  -2.9255  -0.0755
C  -10.9797  -7.0539  -2.7810  -0.1230
H  -7.4297  -5.5446  -1.0040  0.1184
H  -8.0504  -3.9201  -1.2902  0.1074
H  -6.6349  -5.6425  -3.3890  0.0753
H  -5.9751  -4.2131  -2.5871  0.0468
H  -7.3569  -4.0669  -3.7029  0.0936
H  -11.4100  -6.9265  -1.7866  0.0746
H  -11.2317  -8.0411  -3.1760  0.0790
H  -11.3353  -6.2802  -3.4637  0.0754
O  -7.4511  7.1089  4.8090  -0.2938
S  -7.8939  7.9462  3.7167  0.6161
O  -7.3520  7.8185  2.3807  -0.2961
O  -7.7981  9.5092  4.1747  -0.2614
C  -6.5438  10.0116  4.6164  -0.2737
C  -5.5828  10.2122  3.4584  -0.0783
C  -9.6626  7.8461  3.6029  -0.1169
H  -6.1126  9.3553  5.3799  0.1162
H  -6.7333  10.9799  5.0937  0.1272
H  -5.3178  9.2574  2.9949  0.0645
H  -4.6580  10.6869  3.7969  0.0817
H  -6.0398  10.8330  2.6810  0.0883
H  -10.0928  7.9735  4.5973  0.0779
H  -9.9146  6.8589  3.2079  0.0768
H  -10.0181  8.6198  2.9202  0.0785
O  7.7770  -3.0689  0.3628  -0.2948
S  8.3947  -2.8668  -0.9286  0.6112
O  7.8021  -3.3653  -2.1515  -0.2949
O  9.9470  -3.3641  -0.8570  -0.2628
C  10.2134  -4.7032  -0.4611  -0.2712
C  9.8675  -5.6906  -1.5611  -0.0758
C  8.7161  -1.1341  -1.1416  -0.1183
H  9.6847  -4.9433  0.4674  0.1152
H  11.2863  -4.7697  -0.2474  0.1258
H  8.7917  -5.7004  -1.7593  0.0730
H  10.1645  -6.7050  -1.2821  0.0883
H  10.3659  -5.4164  -2.4965  0.0562
H  9.1941  -0.7455  -0.2413  0.0778
H  7.7570  -0.6358  -1.3029  0.0546
H  9.3559  -0.9970  -2.0151  0.0759
O  10.4808  -6.1041  -4.6505  -0.2914
S  10.3468  -5.6079  -6.0018  0.6321
O  9.8000  -6.4190  -7.0687  -0.2836
O  11.7806  -4.9994  -6.4873  -0.2660
C  12.9231  -5.8446  -6.4541  -0.2769
C  12.8925  -6.8701  -7.5731  -0.0777
C  9.4477  -4.0778  -5.9604  -0.1170
H  13.0169  -6.3282  -5.4760  0.1162
H  13.8031  -5.2039  -6.5824  0.1243
H  12.0624  -7.5708  -7.4442  0.0697
H  13.8186  -7.4506  -7.5955  0.0818
H  12.7542  -6.3798  -8.5421  0.0868
H  9.8670  -3.4375  -5.1831  0.0721
H  8.4048  -4.3115  -5.7331  0.0797
H  9.5152  -3.6005  -6.9396  0.0749

Number 1: HOMO -9.188 eV. Number 2: HOMO -1.826 eV. Number 3: HOMO -8.828 eV. Number 4: HOMO -11.307 eV.